The following is a DFT calculation (ωB97M-V/def2-TZVPD) of 5 unconnected molecules or ions with the total composition C38H47N3O18PS.

The charge is +1. The value obtained for the total energy is -101609.84155 eV.

Last column: Löwdin charge in e.
Atoms and positions in Å:
1 C -0.982 2.303 -3.594  -0.070
2 C 0.509 2.476 -3.885  -0.260
3 O 1.101 1.296 -4.407  -0.145
4 C 1.962 0.593 -3.543  -0.232
5 C 1.236 -0.413 -2.653  -0.170
6 C 2.173 -1.025 -1.598  -0.184
7 C 1.635 -0.901 -0.172  -0.190
8 C 0.424 -1.804 -0.027  -0.165
9 N -0.344 -1.729 1.257  -0.020
10 C -0.837 -0.460 1.514  -0.319
11 N -0.107 0.378 2.209  0.150
12 C 1.177 0.110 2.889  -0.145
13 C 1.485 1.319 3.751  -0.238
14 C 0.481 1.466 4.897  -0.570
15 S 1.131 2.210 6.425  0.748
16 N -2.045 -0.078 1.056  0.135
17 C -3.112 -1.117 1.025  -0.124
18 C -2.688 -2.264 1.919  -0.163
19 C -1.353 -2.819 1.418  -0.346
20 P -1.756 -3.914 -0.023  0.774
21 O -2.820 -4.861 0.382  -0.389
22 H -1.301 2.973 -2.792  0.069
23 H -1.195 1.275 -3.297  0.061
24 H -1.590 2.527 -4.471  0.075
25 H 0.650 3.259 -4.634  0.119
26 H 1.049 2.798 -2.986  0.111
27 H 2.686 0.079 -4.180  0.134
28 H 2.526 1.294 -2.909  0.121
29 H 0.409 0.114 -2.159  0.096
30 H 0.788 -1.183 -3.287  0.124
31 H 3.141 -0.519 -1.639  0.120
32 H 2.366 -2.079 -1.814  0.087
33 H 2.397 -1.212 0.546  0.114
34 H 1.386 0.147 0.030  0.114
35 H -0.266 -1.608 -0.857  0.112
36 H 0.777 -2.831 -0.099  0.110
37 H -0.476 1.314 2.354  0.149
38 H 1.050 -0.788 3.497  0.137
39 H 1.967 -0.077 2.166  0.098
40 H 2.516 1.255 4.099  0.106
41 H 1.437 2.212 3.117  0.122
42 H 0.059 0.493 5.159  0.068
43 H -0.319 2.113 4.538  0.026
44 H 2.422 2.176 6.076  -0.142
45 H -2.369 0.761 1.525  0.151
46 H -3.283 -1.444 -0.002  0.112
47 H -4.027 -0.636 1.362  0.134
48 H -2.598 -1.918 2.954  0.134
49 H -3.423 -3.070 1.897  0.119
50 H -0.972 -3.531 2.158  0.136
51 H -0.543 -4.478 -0.440  0.028
52 H -2.105 -3.065 -1.089  0.034
53 C -0.319 5.477 4.759  0.062
54 C -0.199 6.813 4.875  -0.229
55 C -0.867 7.783 3.912  -0.306
56 O -0.689 8.964 4.132  0.128
57 C -1.649 7.251 2.814  0.068
58 C -1.753 5.921 2.702  -0.236
59 C -1.091 4.963 3.675  -0.297
60 O -1.263 3.764 3.448  0.033
61 O -2.430 5.307 1.739  0.112
62 O 0.510 7.406 5.808  0.145
63 H 0.173 4.786 5.431  0.097
64 H -2.120 7.940 2.127  0.145
65 H -2.340 4.353 1.932  0.104
66 H 0.407 8.371 5.668  0.131
67 C 4.373 -7.457 -2.111  0.077
68 C 4.367 -6.135 -1.893  -0.231
69 C 3.467 -5.182 -2.661  -0.308
70 O 3.541 -4.002 -2.341  0.066
71 C 2.602 -5.701 -3.684  0.067
72 C 2.609 -7.027 -3.912  -0.227
73 C 3.492 -7.988 -3.126  -0.304
74 O 3.388 -9.163 -3.422  0.118
75 O 1.865 -7.624 -4.817  0.133
76 O 5.126 -5.526 -0.995  0.116
77 H 5.008 -8.140 -1.566  0.140
78 H 1.978 -5.017 -4.241  0.134
79 H 2.075 -8.581 -4.758  0.128
80 H 4.921 -4.572 -1.072  0.116
81 C 2.753 8.571 -0.167  0.079
82 C 1.967 7.780 0.576  -0.224
83 C 2.454 7.101 1.845  -0.295
84 O 1.630 6.407 2.429  0.084
85 C 3.808 7.305 2.278  0.071
86 C 4.601 8.100 1.538  -0.225
87 C 4.115 8.786 0.267  -0.304
88 O 4.932 9.484 -0.303  0.118
89 O 5.857 8.365 1.825  0.133
90 O 0.702 7.511 0.289  0.113
91 H 2.413 9.058 -1.070  0.139
92 H 4.147 6.818 3.182  0.136
93 H 6.178 8.971 1.123  0.128
94 H 0.377 6.937 1.014  0.094
95 C -6.771 -6.929 -1.811  0.072
96 C -5.695 -6.137 -1.686  -0.226
97 C -4.709 -5.921 -2.829  -0.310
98 O -3.820 -5.102 -2.649  0.066
99 C -4.885 -6.661 -4.052  0.066
100 C -5.951 -7.471 -4.166  -0.231
101 C -6.973 -7.636 -3.052  -0.310
102 O -7.903 -8.385 -3.292  0.108
103 O -6.229 -8.184 -5.239  0.125
104 O -5.400 -5.488 -0.572  0.097
105 H -7.481 -7.080 -1.010  0.136
106 H -4.170 -6.523 -4.850  0.134
107 H -7.062 -8.662 -5.038  0.125
108 H -4.500 -5.109 -0.669  0.064